Entry 1:
{
  "formula": "C4H15N2O2",
  "method": "wB97M-V/def2-TZVPD",
  "e_tot_ev": -11460.95540,
  "e_above_lowest_kcal_mol": 7.0,
  "e_homo_ha": -0.532,
  "multiplicity": 1,
  "charge": 1,
  "fmax_ev_per_a": 2.12,
  "species": ["C", "C", "C", "N", "C", "N", "H", "H", "H", "H", "H", "H", "H", "H", "H", "H", "H", "H", "H", "O", "H", "H", "O"],
  "coordinates": [[-0.42, -2.46, -0.51], [0.35, -2.27, 0.78], [0.88, -0.86, 1.09], [1.51, 1.81, -0.10], [1.97, 0.66, -0.54], [1.81, -0.51, -0.01], [0.17, -2.62, -1.42], [-0.92, -3.43, -0.56], [-1.22, -1.72, -0.59], [1.24, -2.92, 0.84], [-0.33, -2.64, 1.55], [1.53, -0.95, 1.95], [0.06, -0.15, 1.13], [1.89, 2.66, -0.46], [0.58, 1.86, 0.36], [2.71, 0.71, -1.34], [2.32, -1.30, -0.38], [-4.01, 0.69, -0.59], [-3.72, 1.61, -1.83], [-3.33, 1.21, -1.05], [-1.46, 2.18, 1.36], [-1.86, 1.76, -0.13], [-1.17, 1.74, 0.59]]
}


Entry 2:
{
  "formula": "C4H15N2O2",
  "method": "wB97M-V/def2-TZVPD",
  "e_tot_ev": -11458.57485,
  "e_above_lowest_kcal_mol": 61.9,
  "e_homo_ha": -0.440,
  "multiplicity": 1,
  "charge": 1,
  "fmax_ev_per_a": 6.99,
  "species": ["C", "C", "C", "C", "N", "N", "H", "H", "H", "H", "H", "H", "H", "H", "H", "H", "H", "H", "H", "O", "H", "H", "O"],
  "coordinates": [[-1.78, -1.02, -1.76], [-1.63, -0.73, -0.23], [-0.52, 0.17, -0.06], [-0.34, 1.35, -0.76], [0.80, 2.12, -0.83], [0.65, -0.35, 0.79], [-1.12, -0.57, -2.51], [-2.78, -0.86, -2.09], [-1.59, -2.16, -1.86], [-2.52, -0.13, 0.15], [-1.38, -1.74, 0.22], [-1.19, 1.66, -1.48], [1.50, 2.06, -0.09], [0.60, 2.94, -1.27], [1.36, -0.88, 0.22], [0.98, 0.44, 1.35], [0.19, -0.99, 1.49], [-0.43, 2.09, 2.53], [0.75, 1.98, 3.32], [0.41, 2.29, 2.57], [3.21, -2.43, 0.65], [2.49, -2.75, -0.61], [2.34, -2.49, 0.24]]
}


Entry 3:
{
  "formula": "C4H15N2O2",
  "method": "wB97M-V/def2-TZVPD",
  "e_tot_ev": -11454.62197,
  "e_above_lowest_kcal_mol": 153.0,
  "e_homo_ha": -0.486,
  "multiplicity": 1,
  "charge": 1,
  "fmax_ev_per_a": 2.39,
  "species": ["C", "O", "C", "C", "C", "N", "N", "H", "H", "H", "H", "H", "H", "H", "H", "H", "H", "H", "H", "H", "H", "H", "O"],
  "coordinates": [[0.24, -0.91, -1.95], [0.99, -2.02, -1.67], [-0.41, -0.17, -0.65], [-1.16, 1.09, -1.02], [-1.84, 1.56, 0.26], [-2.55, 2.77, 0.05], [0.54, 0.11, 0.26], [0.80, -0.14, -2.49], [-0.59, -1.22, -2.57], [1.88, -1.78, -1.36], [-1.11, -0.93, -0.22], [-0.43, 1.83, -1.36], [-1.89, 0.95, -1.81], [-2.55, 0.79, 0.64], [-1.03, 1.63, 1.03], [3.78, -0.31, 0.33], [-3.14, 3.05, 0.82], [-1.96, 3.54, -0.23], [3.63, -0.69, 0.96], [0.99, -0.76, 0.56], [2.76, -2.69, 3.92], [2.73, -1.18, 4.25], [2.68, -1.82, 3.52]]
}


Entry 4:
{
  "formula": "C4H15N2O2Si",
  "method": "wB97M-V/def2-TZVPD",
  "e_tot_ev": -19334.98078,
  "e_above_lowest_kcal_mol": 20.4,
  "e_homo_ha": -0.476,
  "multiplicity": 1,
  "charge": 1,
  "fmax_ev_per_a": 3.98,
  "species": ["C", "C", "C", "C", "N", "N", "O", "O", "Si", "H", "H", "H", "H", "H", "H", "H", "H", "H", "H", "H", "H", "H", "H", "H"],
  "coordinates": [[0.27, 2.18, 0.73], [3.00, 0.69, -1.19], [-3.35, 0.31, -0.39], [1.03, 0.03, 0.01], [1.62, -3.06, 0.30], [-3.05, -0.79, 0.58], [0.85, 0.89, 1.09], [2.31, -0.24, -0.45], [0.59, -1.76, 0.58], [-0.39, 2.35, 1.56], [-0.20, 2.24, -0.22], [1.17, 2.89, 0.59], [2.53, 1.40, -1.80], [3.75, 0.07, -1.76], [3.57, 1.39, -0.58], [-4.44, 0.67, -0.43], [-3.24, -0.02, -1.43], [0.28, 0.39, -0.70], [1.31, -4.02, 0.41], [2.56, -2.93, -0.12], [-0.51, -1.90, 1.58], [-3.22, -0.44, 1.47], [-3.83, -1.51, 0.40], [-2.61, 1.18, -0.24]]
}


Entry 5:
{
  "formula": "C4H15N2OS",
  "method": "wB97M-V/def2-TZVPD",
  "e_tot_ev": -20246.33442,
  "e_above_lowest_kcal_mol": 46.6,
  "e_homo_ha": -0.463,
  "multiplicity": 1,
  "charge": 1,
  "fmax_ev_per_a": 4.55,
  "species": ["C", "N", "C", "C", "S", "C", "N", "H", "H", "H", "H", "H", "H", "H", "H", "H", "H", "H", "H", "H", "H", "H", "O"],
  "coordinates": [[0.30, -1.14, -0.80], [1.11, -0.03, -0.39], [0.34, 1.13, 0.16], [-0.38, 0.79, 1.46], [-2.10, 0.30, 1.18], [-0.82, -0.76, -1.84], [0.00, -0.30, -2.93], [-0.19, -1.60, 0.06], [1.09, -1.95, -1.14], [1.89, -0.29, 0.30], [-0.58, 1.42, -0.76], [1.06, 1.97, 0.42], [0.12, -0.14, 1.88], [-0.33, 1.61, 2.19], [-2.14, -0.33, 2.42], [-1.49, -0.01, -1.41], [-1.37, -1.72, -1.91], [-0.52, 0.26, -3.61], [0.70, -0.86, -3.36], [1.77, 0.32, -1.20], [3.39, -0.81, 2.08], [3.35, 0.51, 1.13], [2.81, -0.14, 1.67]]
}


Entry 6:
{
  "formula": "C4H15N3O",
  "method": "wB97M-V/def2-TZVPD",
  "e_tot_ev": -10895.14933,
  "e_above_lowest_kcal_mol": 129.7,
  "e_homo_ha": [-0.498, -0.498],
  "multiplicity": 2,
  "charge": 1,
  "fmax_ev_per_a": 5.65,
  "species": ["N", "C", "C", "N", "C", "C", "N", "H", "H", "H", "H", "H", "H", "H", "H", "H", "H", "H", "H", "H", "H", "H", "O"],
  "coordinates": [[-1.39, 0.49, 1.81], [0.20, -0.19, 2.45], [0.71, -0.78, 1.13], [0.88, 0.26, 0.10], [1.30, -0.34, -1.16], [1.07, 0.87, -2.16], [-0.36, 0.74, -2.64], [-0.99, -0.28, 2.68], [-1.57, 1.30, 2.34], [0.54, -0.84, 3.31], [0.80, 0.78, 2.76], [1.60, -1.30, 1.38], [-0.06, -1.51, 0.75], [-0.09, 0.58, 0.02], [2.28, -0.64, -1.00], [0.61, -1.12, -1.55], [1.22, 1.74, -1.65], [1.71, 0.69, -3.11], [-0.33, 1.02, -3.62], [-0.93, 1.51, -2.20], [-3.02, -1.56, -0.06], [-2.07, -0.37, 0.61], [-2.11, -1.06, -0.19]]
}